Record 1
Below is a 2-piece molecular cluster, C20H14Cl3F7N2O3S2 overall, with properties calculated with ωB97M-V/def2-TZVPD.

The geometry in XYZ format:
```
51
Properties=species:S:1:pos:R:3:forces:R:3:mulliken_charge:R:1
Cl 3.53110 2.86326 1.98058 -0.1 0.1 0.0 -0.131
Cl 1.13940 2.35998 0.40657 0.6 0.0 0.9 0.072
Cl 1.86861 5.08508 1.10761 0.0 0.0 0.0 -0.143
S 1.07658 -2.91508 -0.56596 0.8 1.0 0.3 -0.221
S -2.29411 -2.04476 -0.12129 0.1 -4.2 -1.6 1.585
F -5.32876 -2.92388 0.90755 -0.4 2.4 0.9 -0.191
F -4.76598 -0.08477 -0.44712 0.6 -1.0 2.1 -0.249
F -2.29594 0.09970 1.58896 -1.7 -1.8 -1.1 -0.249
F -3.20877 -1.77475 2.37060 0.0 1.3 -2.2 -0.256
F -6.82166 -1.33665 0.44917 2.0 -0.5 1.5 -0.255
F -4.88685 0.57923 1.68346 0.5 -1.9 -1.4 -0.303
F -6.09500 -1.55727 2.55733 1.2 -0.3 -2.6 -0.230
O -3.25331 -2.48123 -1.14614 0.7 2.2 1.3 -0.652
O -1.78605 -3.22379 0.58227 0.3 2.5 -0.1 -0.644
O 5.42380 0.20432 -1.00200 -0.8 -1.7 0.6 -0.570
N 2.81120 -0.68033 -1.91469 -1.0 -1.4 0.6 -0.206
N -0.70454 3.76441 -1.24801 -1.7 -0.2 -0.9 -0.225
C 1.87996 3.39370 1.63143 0.0 -0.3 -0.1 -0.097
C -1.97368 3.83423 -0.45727 0.0 0.8 -0.4 -0.614
C 2.63124 -4.19070 2.01851 -0.4 1.7 -0.8 -0.831
C 4.71662 -2.56765 1.68352 -0.9 1.8 -2.5 -0.613
C -0.99730 2.85025 -2.41340 1.6 -0.9 0.9 -1.244
C -0.53659 1.36300 -1.96368 0.3 -1.8 0.1 0.280
C 1.39914 -0.34806 -1.73654 -3.2 1.8 0.1 -0.341
C 0.93200 0.99881 -2.17338 -2.4 -2.6 1.5 -0.624
C 4.76173 -0.81164 -0.29616 -1.7 -2.3 1.2 0.379
C 3.37125 -3.07128 1.24628 0.6 0.6 -0.3 0.486
C -5.69468 -1.63918 1.22951 -2.1 -0.5 -0.6 0.623
C 3.40591 -1.31322 -0.73491 2.0 -1.0 2.7 -0.111
C 0.40120 -1.30958 -1.10478 0.1 1.4 0.0 0.811
C 5.37943 -1.45232 0.92988 -1.8 -0.3 -1.1 -0.597
C -3.11542 -0.97617 1.21367 0.5 0.4 2.2 0.408
C 1.79468 -4.87327 2.59565 1.0 -0.2 0.3 0.046
C -4.59872 -0.53242 0.85384 -0.5 1.8 0.9 0.639
C -1.50571 0.39069 -1.34889 3.1 -0.1 -0.7 -0.480
C 2.74973 -2.42926 0.05255 1.5 1.6 -0.3 0.640
C -1.03980 -0.98616 -0.89434 1.9 3.4 -1.3 -0.367
H -2.56012 0.75980 -1.24267 1.1 -0.7 -0.1 0.428
H 5.16396 0.14393 -1.94867 -0.1 0.1 1.0 0.361
H -2.20863 2.79548 -0.08852 0.0 1.2 -0.4 0.069
H 1.65183 1.72203 -2.64186 -0.9 -0.9 0.6 0.239
H -0.28615 3.13030 -3.25066 -1.2 -0.3 0.7 0.395
H 6.38310 -1.02660 1.23604 -1.4 -0.8 -0.3 0.338
H -1.91920 4.53858 0.42186 0.2 -0.8 -0.9 0.301
H -2.08892 2.88355 -2.70968 1.2 -0.1 0.1 0.391
H 5.25129 -2.96465 2.58701 -0.8 0.3 -1.1 0.367
H -0.43709 4.69537 -1.58513 -0.3 -0.5 0.1 0.248
H 2.88065 -1.34962 -2.70413 -0.1 0.5 0.5 0.317
H 1.22373 -5.57700 3.25600 0.8 1.2 -1.3 0.382
H -2.77362 4.25236 -1.16047 0.5 -0.8 1.1 0.337
H 1.29601 3.31538 2.54455 0.1 0.1 -0.1 0.300
```
Forces are in eV/Å.

**SMILES**: C#Cc1ccc(O)c2c1Sc1c(cc(CNC)cc1S(=O)(=O)C(F)(F)C(F)(F)C(F)(F)F)N2.ClC(Cl)Cl
**HOMO level**: -8.434 eV
**ΔE to the lowest compared entry with this formula, charge and spin**: 6.094 eV
**Max |F|**: 4.5 eV Å⁻¹
**HOMO-LUMO gap**: 0.283 hartree



Record 2
Below is C20H14ClF2NO4S in the gas phase, with properties calculated with ωB97M-V/def2-TZVPD.

The geometry in XYZ format:
```
43
Properties=species:S:1:pos:R:3:forces:R:3:mulliken_charge:R:1
Cl 2.23055 -2.35469 1.11295 -1.1 0.3 -0.6 -0.230
S -0.31220 1.56226 1.77186 1.8 -2.9 5.2 1.493
F -2.17316 -5.77161 -0.94858 0.2 1.2 0.2 -0.295
F -0.26677 -6.72348 0.99276 -0.8 2.9 -1.3 -0.266
O 0.18705 -0.42109 -0.30723 -2.0 -0.8 1.5 0.015
O 0.33152 -1.47368 -2.33692 -0.3 1.2 -0.6 -0.460
O -0.26262 2.73528 2.62173 -0.9 1.1 -1.9 -0.723
O 0.02163 0.41232 2.74587 -1.3 1.7 -4.2 -0.697
N 1.87049 0.55240 -1.49076 -2.2 -1.8 2.7 -0.454
C 0.15707 -1.44978 -1.15859 0.5 -0.6 -2.4 0.234
C -2.57362 0.09277 0.63557 3.0 0.6 2.2 0.173
C -4.63968 1.20691 -0.19916 4.4 -1.2 1.8 -0.544
C -0.05376 -2.70004 -0.52488 -1.8 -3.0 1.7 0.325
C -4.07687 2.43794 0.08591 0.6 -1.3 -0.4 -0.639
C 0.63733 -4.42892 1.00260 -2.0 -2.8 -0.1 -0.501
C 2.01287 2.63614 0.44027 2.0 -0.7 -0.5 0.764
C 0.74998 -3.13990 0.49587 1.5 -1.4 1.4 0.592
C 2.97027 2.37854 -0.55734 2.1 1.2 0.0 -0.707
C 2.31364 3.65714 1.53287 -1.6 -1.9 0.2 -1.441
C -1.98277 1.32537 1.01284 -1.6 1.9 -2.1 -0.034
C -2.77500 2.47189 0.64130 1.1 0.9 1.8 -0.315
C -3.81284 0.05118 0.14079 -4.0 0.2 -1.1 -0.644
C -1.29852 -4.86952 -0.41688 1.5 -1.9 -0.1 0.136
C 2.90469 1.34463 -1.50696 -2.1 1.9 1.5 0.361
C -0.36680 -5.40442 0.50731 2.3 2.1 1.5 0.248
C 1.04014 1.64907 0.48687 -3.1 -1.2 1.0 0.396
C 3.71566 1.19439 -2.69631 1.3 -1.2 0.2 -1.479
C 1.01102 0.56708 -0.38661 4.4 3.4 -3.9 -0.147
C -1.06370 -3.60410 -0.96488 -0.5 1.1 -0.8 -0.525
H -1.67266 -3.23174 -1.83497 0.5 -0.7 1.1 0.415
H 3.18458 1.57536 -3.53068 -0.6 -0.1 -1.0 0.316
H -2.45564 3.48216 0.99853 0.1 -1.0 -0.6 0.319
H 4.63926 1.70533 -2.66665 1.1 0.7 0.2 0.437
H -5.56969 1.05331 -0.61147 -2.0 -0.2 -0.8 0.499
H -4.34782 -0.90736 0.11452 0.5 0.2 -0.4 0.340
H 3.93456 2.96450 -0.61707 -1.4 -0.3 0.4 0.252
H 1.28695 -4.77091 1.82557 -0.3 0.2 -0.7 0.396
H -1.99950 -0.76586 0.97466 -0.4 -0.3 -0.3 0.494
H -4.62495 3.32493 -0.18382 0.2 0.4 0.3 0.395
H 1.91612 3.25159 2.46916 -0.5 0.5 -0.3 0.412
H 1.93334 4.62995 1.32270 -0.2 0.7 0.0 0.312
H 3.94619 0.12085 -2.74336 -0.2 0.3 -0.7 0.345
H 3.33367 3.63382 1.75059 1.9 0.4 -0.4 0.432
```
Forces are in eV/Å.

**SMILES**: Cc1cc(C)c(S(=O)(=O)c2ccccc2)c(OC(=O)c2cc(F)c(F)cc2Cl)n1
**HOMO level**: -9.426 eV
**ΔE to the lowest compared entry with this formula, charge and spin**: 3.384 eV
**Max |F|**: 6.8 eV Å⁻¹
**HOMO-LUMO gap**: 0.339 hartree



Record 3
Below is C20H14F3N5O in the gas phase, with properties calculated with ωB97M-V/def2-TZVPD.

The geometry in XYZ format:
```
43
Properties=species:S:1:pos:R:3:forces:R:3:mulliken_charge:R:1
F 3.32930 1.45355 -2.22933 0.2 -0.1 -1.4 -0.226
F 4.51337 1.22886 -4.13107 -1.2 -0.1 1.0 -0.269
F 2.62880 2.28610 -4.13916 0.0 -0.1 0.4 -0.242
O -1.14467 4.08780 5.10566 0.7 -1.4 -1.1 -0.359
N 1.49098 -0.55123 -3.12208 -0.6 0.0 0.3 -0.320
N -1.61982 2.87004 5.63400 -0.3 -1.6 0.0 -0.449
N -1.21686 -3.05330 -3.09101 -1.1 0.1 0.6 -0.565
N -0.80908 -1.61687 -1.40141 0.7 0.2 -1.2 0.167
N -1.03025 0.72499 2.79258 -0.2 0.0 0.7 -0.302
C 1.15960 -2.45660 -4.54495 -0.3 -1.0 0.0 -0.339
C -2.80295 -1.83622 0.00741 2.1 1.0 -0.4 -1.008
C -2.28167 -3.08211 -2.19850 0.2 -1.1 -1.3 -0.828
C 2.25506 -2.12182 -5.32492 -0.2 1.6 0.9 -0.538
C -2.24051 -0.93390 0.87719 0.0 -0.3 -0.6 -0.383
C -2.01278 -2.21958 -1.19027 -2.7 0.4 3.0 0.876
C -1.39065 1.70561 5.03553 0.1 3.0 0.8 0.287
C -2.03083 0.51183 5.72412 0.5 0.9 0.4 -1.095
C 3.25173 1.24298 -3.57555 -0.3 -1.0 -0.1 0.783
C 2.49006 -0.08972 -3.89465 0.2 -2.8 -1.2 -0.127
C 0.55432 2.35232 3.49202 -0.5 0.5 1.2 -0.205
C 1.21893 2.30261 2.26700 -0.6 -0.5 0.5 -0.865
C 2.92631 -0.90887 -4.99560 0.3 0.4 -0.1 -0.186
C -0.38562 -2.16249 -2.62899 1.5 1.2 0.2 -0.260
C -0.60862 1.57044 3.76874 1.6 0.4 -2.3 0.320
C -0.39278 0.62719 1.61445 1.0 1.5 1.3 0.645
C -0.90695 -0.32464 0.65135 -1.3 -2.1 -2.6 -0.029
C -0.26932 -0.65887 -0.55114 -0.3 0.7 2.0 -0.208
C 0.73787 1.43050 1.32950 -1.1 -0.7 0.2 -0.414
C 0.80934 -1.71256 -3.40986 1.0 1.4 -0.5 0.675
H 2.09482 2.89274 2.03749 0.0 0.2 0.2 0.445
H -1.56783 4.82390 5.56588 -0.3 -0.8 0.4 0.338
H -2.34807 0.76569 6.74693 0.1 0.1 -0.5 0.380
H 0.92746 3.05115 4.24750 -0.3 -0.3 -0.2 0.369
H 0.57010 -3.35925 -4.77440 0.3 0.6 0.2 0.413
H -1.38054 -0.34736 5.78968 0.4 -0.1 -0.2 0.326
H -3.80931 -2.18553 0.18799 0.1 -0.3 -0.2 0.397
H 1.18292 1.35605 0.37338 0.5 0.0 -0.8 0.632
H -2.82669 -0.59896 1.73367 0.4 -0.1 -0.2 0.436
H -3.16569 -3.74874 -2.31940 1.0 0.7 0.1 0.378
H -2.88156 0.22760 5.15000 -0.8 -0.4 -0.4 0.229
H 2.50807 -2.75732 -6.17850 0.2 0.5 0.4 0.409
H 0.66696 -0.17844 -0.83600 -0.4 -0.6 -0.2 0.364
H 3.80706 -0.60759 -5.59527 -0.7 -0.1 0.5 0.347
```
Forces are in eV/Å.

**SMILES**: C/C(=N/O)c1cccc(-c2ccc3cnc(-c4cccc(C(F)(F)F)n4)n3c2)n1
**HOMO level**: -7.699 eV
**Max |F|**: 4.0 eV Å⁻¹
**HOMO-LUMO gap**: 0.277 hartree



Record 4
Below is C20H14IrN8S4 as an isolated structure, with properties calculated with ωB97M-V/def2-TZVPD.

The geometry in XYZ format:
```
47
Properties=species:S:1:pos:R:3:forces:R:3:mulliken_charge:R:1
Ir 0.88728 0.14454 -0.33728 -0.4 0.2 0.5 1.134
S 0.56949 2.34658 0.37062 -0.4 -0.1 0.1 -0.385
S 5.00032 1.86463 -1.24781 0.0 0.0 0.0 -0.089
S 2.15058 -4.23315 -1.15123 0.0 0.0 0.0 -0.100
S 0.36010 0.90859 -2.47699 0.4 -0.4 -0.3 -0.535
N 1.28446 -1.88521 -0.80825 -0.1 0.0 -0.1 -0.133
N -2.34326 -2.39744 -0.76221 0.0 0.0 0.0 0.002
N 0.87234 -0.42935 1.77660 0.8 0.1 -0.3 -0.058
N 0.64338 -0.23135 3.93495 0.0 0.0 0.0 -0.018
N -0.99917 -0.69830 -0.35223 -0.1 0.3 0.0 0.506
N -1.44690 3.55803 -4.23298 0.0 0.0 0.0 -0.419
N 2.88787 0.74107 -0.44648 -0.2 0.1 0.0 0.821
N -1.38730 5.36596 -0.48411 0.0 0.0 0.0 -0.438
C 1.56151 -1.45570 2.39228 -0.1 -0.1 0.0 -0.554
C 4.93187 1.36001 0.38281 0.0 0.0 0.0 -0.163
C -2.79481 1.04844 -0.02288 -0.1 0.0 0.0 -0.508
C 3.43510 1.28698 -1.50709 0.1 -0.1 0.0 -0.220
C 0.34209 0.29764 2.73818 -0.2 -0.1 0.0 -0.486
C 3.73291 0.78936 0.63945 0.0 -0.1 0.0 -0.800
C 0.17471 -2.70853 -0.83443 0.0 0.1 0.0 -0.274
C 0.46117 -4.02264 -1.00930 0.0 0.0 0.0 -0.273
C 1.42083 -1.34535 3.73815 0.0 0.0 0.0 -0.576
C -0.26163 3.10077 -0.97406 0.3 -0.1 -0.1 0.073
C -0.87047 4.36724 -0.72343 0.0 0.0 -0.1 -0.044
C -4.54595 -1.14729 -0.55757 0.0 0.0 0.0 -1.207
C -1.06785 -1.98003 -0.64340 0.0 0.0 0.0 0.124
C -4.16306 1.20195 -0.04003 0.0 0.0 0.0 -0.908
C -3.16304 -1.29810 -0.54154 0.0 0.0 0.0 0.535
C -0.94798 3.09710 -3.30591 0.0 0.1 0.0 -0.344
C -2.30213 -0.22814 -0.28801 0.0 0.0 0.1 0.625
C 2.38781 -2.56265 -0.95930 0.0 0.0 -0.1 -0.270
C -0.30589 2.49822 -2.17572 -0.2 -0.1 0.0 1.091
C -5.02343 0.12087 -0.30576 0.0 0.0 0.0 -0.514
H -5.21286 -1.97424 -0.75902 0.0 0.0 0.0 0.440
H 2.08463 -2.21026 1.83128 0.0 0.0 0.0 0.440
H 2.91218 1.37364 -2.44852 0.0 0.0 0.0 0.381
H 0.34612 0.14009 4.82218 0.0 0.0 0.0 0.234
H -6.09097 0.29272 -0.31664 0.0 0.0 0.0 0.407
H 3.39774 0.39411 1.58523 0.0 0.0 0.0 0.279
H 3.36613 -2.10572 -0.97853 0.0 0.0 0.0 0.371
H -0.25650 1.18276 2.59688 0.0 0.0 0.0 0.492
H -4.59058 2.17691 0.14950 0.0 0.0 0.0 0.464
H -2.64386 -3.32739 -0.99877 0.0 0.0 0.0 0.216
H 1.79225 -1.94207 4.55140 0.0 0.0 0.0 0.428
H 5.75322 1.51364 1.06178 0.0 0.0 0.0 0.430
H -0.21405 -4.86084 -1.05650 0.0 0.0 0.0 0.430
H -2.12435 1.87192 0.17469 0.0 0.0 0.0 0.393
```
Forces are in eV/Å.

**HOMO level**: -9.957 eV
**ΔE to the lowest compared entry with this formula, charge and spin**: 0.000 eV
**Max |F|**: 0.9 eV Å⁻¹
**HOMO-LUMO gap**: 0.241 hartree
**Charge**: +1